ORCA calculation (ωB97M-V/def2-TZVPD) on a single C11H17P molecule.

calculated total energy = -770.600587 Ha
LUMO = 0.92 eV
relative energy (zero: lowest compared OMol25 entry of this formula, charge and spin) = 117.2 kJ/mol

ORCA input file:
```
! wB97M-V def2-TZVPD RIJCOSX def2/J DEFGRID3
* xyz 0 1
P -0.099 -0.103 1.139
C -2.498 1.305 -0.144
C -1.803 -0.001 0.350
C 1.040 0.661 -1.217
C -3.941 -0.591 -0.286
C -3.871 0.754 -0.410
C 0.648 1.271 0.189
C 0.855 -1.366 0.008
C 1.783 -0.673 -0.910
C 1.816 1.902 0.985
C 1.470 -2.376 0.932
C -2.642 -1.091 0.217
H 2.665 2.091 0.287
H -2.481 -2.062 0.536
H 1.461 1.363 -1.897
H 1.689 -3.206 0.372
H 0.748 -2.694 1.573
H -4.674 1.469 -0.900
H 1.353 2.813 1.451
H 0.114 0.344 -1.630
H -2.003 1.534 -1.087
H -2.428 2.120 0.469
H 1.994 -1.208 -1.848
H 0.040 2.125 0.119
H 2.214 1.262 1.796
H 2.700 -0.324 -0.393
H -4.902 -1.059 -0.489
H 0.075 -1.917 -0.601
H 2.317 -1.857 1.350
*
```

=====

ORCA calculation (ωB97M-V/def2-TZVPD) on 4 unconnected molecules or ions with the total composition C16H33BClO19PS3.

calculated total energy = -4079.899110 Ha
LUMO = 0.34 eV

ORCA input file:
```
! wB97M-V def2-TZVPD RIJCOSX def2/J DEFGRID3
* xyz 0 1
Cl 3.438 3.945 -5.238
S 6.150 -4.028 -2.651
S -6.595 -1.853 3.680
S -5.731 1.807 3.280
P 4.161 2.111 -4.480
O -4.105 1.195 0.629
O -5.737 -3.107 3.134
O -5.249 0.853 2.352
O -7.391 -1.362 2.612
O -3.649 -0.446 -1.045
O 5.927 -0.390 2.194
O -6.202 1.043 4.626
O -5.757 -1.014 4.452
O 5.823 -5.342 -2.237
O 6.402 -3.117 -1.342
O -1.133 3.633 -1.357
O 7.665 -4.030 -3.200
O 4.285 1.001 -5.743
O 6.313 0.290 0.073
O -7.190 2.307 2.803
O -4.971 2.952 3.652
O 2.110 2.579 -2.680
O 5.343 -3.287 -3.554
O -7.552 -2.680 4.688
C 7.805 -2.927 -1.150
C 5.518 1.486 0.122
C -6.032 -4.271 3.908
C 0.701 2.390 -2.523
C 4.058 0.271 -1.527
C 4.647 1.670 -1.182
C -1.756 1.305 -0.572
C -7.456 -4.075 4.389
C 5.985 -0.616 1.042
C -1.987 2.514 -1.565
C 2.959 0.215 -2.650
C -8.200 1.692 3.605
C 2.684 1.519 -3.444
C 0.245 3.282 -1.330
C -7.535 1.439 4.945
C 8.410 -3.005 -2.536
B -3.222 0.665 -0.299
H -7.486 2.355 5.540
H -7.685 -4.671 5.270
H 1.901 1.259 -4.211
H 8.173 -3.733 -0.511
H 4.042 0.145 -5.341
H 4.790 1.450 0.963
H 4.859 -0.448 -1.791
H 0.808 4.236 -1.428
H -3.231 -0.326 -1.912
H 5.367 1.982 -1.966
H 3.254 -0.558 -3.400
H 8.265 -2.071 -3.085
H -1.281 1.603 0.380
H 2.021 -0.175 -2.200
H 5.804 -1.662 0.709
H -5.332 -4.311 4.746
H 6.122 2.398 0.305
H 7.996 -1.968 -0.672
H 0.506 1.334 -2.250
H 3.585 -0.112 -0.592
H -9.066 2.346 3.691
H -5.922 -5.168 3.301
H -1.155 0.509 -1.067
H -3.020 2.881 -1.363
H -8.036 0.661 5.520
H 0.186 2.635 -3.478
H -2.012 2.164 -2.624
H 3.902 2.443 -0.930
H -8.496 0.757 3.126
H 0.566 2.843 -0.359
H -8.176 -4.303 3.599
H 9.469 -3.250 -2.515
H -3.896 2.143 0.662
*
```

=====

ORCA calculation (ωB97M-V/def2-TZVPD) on 21 unconnected molecules or ions with the total composition H42O21.

calculated total energy = -1604.585258 Ha
LUMO (alpha / beta) = -3.48 / -9.67 eV
relative energy (zero: lowest compared OMol25 entry of this formula, charge and spin) = 613.1 kJ/mol

ORCA input file:
```
! wB97M-V def2-TZVPD RIJCOSX def2/J DEFGRID3
* xyz 1 2
O 0.018 -1.454 -0.186
O -0.524 4.298 -1.831
O 3.072 -2.052 -0.961
O -1.228 2.583 0.630
O -1.270 0.792 -3.281
O -0.406 -3.996 0.342
O -0.194 0.972 -0.944
O -0.006 -3.989 3.161
O -3.016 1.375 1.762
O -1.131 2.407 3.892
O 3.456 0.634 -1.207
O -2.441 -1.885 1.566
O 0.622 0.155 2.215
O 1.800 1.127 4.852
O 1.047 2.898 2.369
O 2.309 -4.609 -0.670
O 2.014 3.646 -1.379
O 0.840 -0.302 -3.006
O -3.272 -0.196 -0.155
O 0.925 -3.070 -3.069
O -1.452 -1.406 -2.515
H -1.783 3.219 0.225
H 0.396 3.127 1.714
H 0.079 -3.709 2.172
H 2.112 -1.976 -0.783
H -1.363 1.561 -3.450
H 1.507 -2.515 -2.822
H -0.721 -1.079 -0.860
H 0.341 0.789 2.918
H 2.335 3.570 -2.347
H 4.099 0.745 -1.875
H -3.472 -1.091 -0.365
H 2.620 -4.312 0.326
H -0.585 1.129 -1.785
H 1.116 -3.209 -4.085
H -1.840 0.020 -3.585
H 1.715 2.287 1.986
H -1.075 -2.293 -2.758
H -0.526 1.813 -0.506
H -1.748 2.523 3.298
H -1.588 1.858 0.972
H 2.568 0.194 -1.633
H 0.386 4.535 -1.684
H -1.826 -1.746 2.196
H 1.558 0.280 2.493
H -2.398 -0.003 -0.776
H 0.309 0.036 -3.673
H 1.917 1.996 4.447
H -0.332 2.765 3.398
H -1.009 5.147 -1.596
H -0.332 -0.878 0.612
H 0.868 0.363 -2.267
H 3.363 -1.607 -0.037
H 0.881 1.297 5.219
H 1.498 -4.009 -0.713
H -2.582 -1.171 1.093
H -3.456 0.774 2.552
H -0.438 -3.136 -0.119
H 1.787 2.656 -1.428
H -0.236 -4.696 -0.252
H -0.585 -0.812 -2.401
H -3.870 1.555 1.290
H -0.853 -3.920 3.305
*
```

=====

ORCA calculation (ωB97M-V/def2-TZVPD) on a molecular structure, C24H42ClGaNO13.

calculated total energy = -4357.471497 Ha
LUMO = 1.91 eV

ORCA input file:
```
! wB97M-V def2-TZVPD RIJCOSX def2/J DEFGRID3
* xyz -1 1
Ga -4.628 -1.525 -0.764
Cl -4.677 2.486 -1.160
O 9.925 7.190 -0.394
O -3.736 -5.534 1.723
O -2.842 -5.882 -0.356
O -0.565 3.414 0.759
O -4.265 -3.831 -3.993
O -0.715 3.284 3.004
O -3.422 -7.652 0.913
O 0.792 1.963 1.899
O 7.921 6.238 -0.965
O 7.228 0.870 0.115
O 6.372 1.899 1.974
O 9.779 4.963 -0.906
O 5.259 0.169 1.051
N -3.051 -0.542 -1.321
C -2.318 -7.043 -0.976
C -0.082 2.811 1.888
C -3.178 -8.128 -0.401
C -0.765 0.453 -0.815
C 9.267 6.219 -0.723
C 4.682 0.421 2.321
C 5.093 1.839 2.581
C 8.663 4.092 -0.997
C -5.073 -3.625 -2.917
C -1.721 4.131 1.153
C -6.409 -0.836 -1.618
C 6.366 0.970 0.970
C -2.508 -9.486 -0.371
C -1.434 4.436 2.592
C 3.181 0.218 2.286
C -2.678 4.630 3.435
C -4.340 -3.499 -1.448
C -6.837 0.527 -0.755
C 8.977 2.898 -1.874
C 7.603 4.991 -1.557
C -6.447 1.929 -1.511
C -3.368 -6.287 0.839
C -2.223 -0.039 -0.159
C 0.328 -0.793 -0.901
H -0.770 5.302 2.698
H 6.595 4.675 -1.276
H -2.343 -9.867 -1.384
H 8.415 3.758 0.018
H -6.267 0.486 0.284
H 2.942 -0.800 1.961
H -7.298 -1.607 -1.420
H -2.668 0.885 0.406
H -0.977 0.766 -1.943
H 1.393 -0.280 -0.987
H -3.248 0.194 -2.034
H -2.060 -0.890 0.645
H 0.210 -1.452 0.060
H -2.404 -6.974 -2.065
H 5.159 2.067 3.648
H 4.445 2.579 2.096
H 2.706 0.894 1.567
H -6.245 -3.575 -2.995
H -1.841 5.036 0.550
H -0.335 1.409 -0.272
H 2.736 0.386 3.271
H -3.220 5.532 3.136
H 0.177 -1.448 -1.883
H -2.412 4.714 4.494
H -7.984 0.546 -0.504
H 8.127 2.211 -1.924
H -6.299 -0.604 -2.774
H 9.235 3.210 -2.892
H -4.143 -8.196 -0.918
H 5.137 -0.270 3.041
H 7.654 5.103 -2.646
H -3.126 -10.204 0.178
H -3.353 3.771 3.350
H -1.545 -9.442 0.148
H -4.738 -4.288 -0.676
H -6.688 1.893 -2.660
H 9.845 2.355 -1.485
H -3.167 -3.699 -1.534
H -4.790 -1.636 0.854
H -7.153 2.770 -1.052
H -2.595 3.486 1.007
H -1.260 -7.133 -0.706
*
```

=====

Question: calculated total energy of number 3 (H42O21)?
Answer: -1604.585258 Ha

=====

Please write out number 1 again, unchanged.
ORCA calculation (ωB97M-V/def2-TZVPD) on a single C11H17P molecule.

calculated total energy = -770.600587 Ha
LUMO = 0.92 eV
relative energy (zero: lowest compared OMol25 entry of this formula, charge and spin) = 117.2 kJ/mol

ORCA input file:
```
! wB97M-V def2-TZVPD RIJCOSX def2/J DEFGRID3
* xyz 0 1
P -0.099 -0.103 1.139
C -2.498 1.305 -0.144
C -1.803 -0.001 0.350
C 1.040 0.661 -1.217
C -3.941 -0.591 -0.286
C -3.871 0.754 -0.410
C 0.648 1.271 0.189
C 0.855 -1.366 0.008
C 1.783 -0.673 -0.910
C 1.816 1.902 0.985
C 1.470 -2.376 0.932
C -2.642 -1.091 0.217
H 2.665 2.091 0.287
H -2.481 -2.062 0.536
H 1.461 1.363 -1.897
H 1.689 -3.206 0.372
H 0.748 -2.694 1.573
H -4.674 1.469 -0.900
H 1.353 2.813 1.451
H 0.114 0.344 -1.630
H -2.003 1.534 -1.087
H -2.428 2.120 0.469
H 1.994 -1.208 -1.848
H 0.040 2.125 0.119
H 2.214 1.262 1.796
H 2.700 -0.324 -0.393
H -4.902 -1.059 -0.489
H 0.075 -1.917 -0.601
H 2.317 -1.857 1.350
*
```

=====

Question: Among the records above, which one has the lowest calculated total energy?
Answer: C24H42ClGaNO13

=====

Question: Among the records above, which one has the highest calculated total energy?
Answer: C11H17P